Below is 2 unconnected molecules or ions with the total composition C3H9NO2S at a distorted geometry, with properties calculated with ωB97M-V/def2-TZVPD.

Structure (XYZ):
```
16
Properties=species:S:1:pos:R:3
O 2.275 -1.489 -0.566
C 1.038 -1.373 -0.511
N 0.330 -0.199 -0.395
C -0.968 0.030 -0.968
C -1.703 1.213 -0.185
S -3.035 0.481 0.877
H 0.256 -2.289 -0.623
H 0.848 0.634 -0.105
H -1.622 -0.826 -0.928
H -1.068 0.523 -1.954
H -2.211 1.856 -0.984
H -1.224 1.985 0.447
H -2.838 -0.822 0.580
H 2.606 0.350 1.746
H 3.884 -0.315 1.450
O 3.433 0.243 2.121
```

The net charge is -1. The HOMO-LUMO gap (alpha / beta) comes out at 2.48 / 9.19 eV. The relative energy (zero: lowest compared OMol25 entry of this formula, charge and spin) comes out at 206.2 kJ/mol. For the calculated total energy, the calculation gives -723.05172 hartree. The maximum force comes out at 3.4 eV/Å. The multiplicity is 2. The expectation value of S² is 0.75.